{
  "formula": "C5H7FS",
  "method": "ωB97M-V/def2-TZVPD",
  "species": ["C", "C", "C", "C", "C", "H", "H", "H", "H", "H", "H", "H", "F", "S"],
  "positions_angstrom": [[-1.37168, 0.51757, 0.03668], [-0.33418, 1.28128, -0.51660], [-0.01698, 0.50166, 0.73520], [0.79642, -0.79126, 0.72943], [1.83823, -1.11296, -0.00580], [-2.14563, -0.91369, -1.90252], [-2.17588, 0.78190, 0.71236], [-0.23732, 2.27432, -0.34938], [0.21285, 0.92434, -1.44970], [-0.13190, 1.01025, 1.79793], [0.46949, -1.54811, 1.57234], [2.76076, -1.79901, -0.01423], [2.16383, -0.05740, -0.93229], [-1.82802, -1.06890, -0.41341]],
  "forces_ev_per_angstrom": [[-2.3, -1.6, 2.5], [3.4, -1.5, -2.0], [0.4, -0.4, 1.8], [-1.2, -1.4, 2.9], [2.2, 2.3, -1.4], [0.5, -0.2, 3.0], [0.2, 1.5, -0.4], [-0.3, 3.1, 0.1], [-1.1, 0.4, 1.4], [0.8, -0.9, -2.5], [0.8, 1.4, -1.8], [-2.3, 0.6, 0.3], [0.1, -1.5, 0.6], [-1.3, -1.9, -4.5]],
  "lumo_ev": 0.833,
  "e_tot_ha": -692.632641,
  "smiles": "F/C=C\\[C@H]1C[C@H]1S",
  "homo_lumo_gap_ev": 9.54,
  "homo_ev": -8.7,
  "e_above_lowest_kj_mol": 303.5
}